<A>
The following is a DFT calculation (wB97M-V/def2-TZVPD) of a 2-piece molecular cluster, C4H8N2O2S overall.

Positions of all 17 atoms, in Å:
C 0.258 -0.470 1.271
C -0.701 -0.682 -0.913
C -1.509 0.595 -0.644
C 0.082 0.909 1.243
N -0.355 -1.309 0.340
N -0.703 1.488 0.327
O 2.584 -1.589 -0.365
O 2.346 0.794 -0.764
S 2.534 -0.266 0.198
H 0.709 -0.952 2.009
H -1.165 -1.338 -1.707
H 0.251 -0.512 -1.573
H -1.459 1.183 -1.599
H -2.495 0.387 -0.191
H 0.759 1.525 1.806
H -0.193 -2.234 0.294
H -0.943 2.470 0.267

Output
**HOMO level (alpha / beta)**: -7.1 / -7.1 eV
**Total charge**: 0
**HOMO-LUMO gap (alpha / beta)**: 7.312 / 7.313 eV

<B>
The following is a DFT calculation (wB97M-V/def2-TZVPD) of a 2-piece molecular cluster, C4H8N2O2S overall.

Positions of all 17 atoms, in Å:
C -2.368 1.686 0.041
C -2.235 1.171 1.109
C -0.765 -1.336 -0.478
C 1.631 1.420 -0.282
N 2.449 0.614 -0.953
N 0.740 0.703 0.499
O 1.979 -1.633 0.415
O 0.073 -1.198 1.988
S 0.605 -0.971 0.733
H -2.682 1.891 -0.946
H -1.606 -1.843 -0.044
H -1.043 -0.448 -1.015
H -0.329 -2.134 -1.253
H -2.066 0.403 1.824
H 2.438 -0.460 -0.882
H 3.192 0.955 -1.677
H -0.015 1.181 0.921

Output
**HOMO level**: -8.7 eV
**Total charge**: 0
**HOMO-LUMO gap**: 9.358 eV

Best to worst by energy: <A>, <B>.

<A>
The following is a DFT calculation (wB97M-V/def2-TZVPD) of a 2-piece molecular cluster, C5H10O4 overall.

Positions of all 19 atoms, in Å:
C -1.962 0.432 -1.567
C -1.472 -0.660 -2.213
O -3.071 0.353 -0.818
O -0.803 0.760 0.705
H -3.015 0.978 -0.084
H -0.752 1.137 1.601
H -1.506 1.410 -1.678
H -0.315 -1.014 -0.953
H -0.827 -0.498 -3.062
H -2.122 -1.519 -2.299
C 2.669 -0.502 1.576
C 1.374 0.239 1.662
C 0.496 0.188 0.396
O 1.037 0.943 2.582
O 0.383 -1.080 -0.080
H 0.935 0.868 -0.369
H 3.163 -0.515 2.544
H 2.470 -1.509 1.208
H 3.318 -0.011 0.848

Output
**HOMO level**: -9.4 eV
**Total charge**: 0
**HOMO-LUMO gap**: 10.038 eV
**SMILES**: CC(=O)C(O)O.C=CO

<B>
The following is a DFT calculation (wB97M-V/def2-TZVPD) of a 2-piece molecular cluster, C5H10O4 overall.

Positions of all 19 atoms, in Å:
O -0.157 -0.362 2.702
C -0.643 0.450 1.659
C -0.510 -0.203 0.277
C -1.197 0.586 -0.840
C -0.062 1.415 -1.454
O 1.166 0.802 -1.029
C 0.940 -0.216 -0.180
O 1.886 -0.632 0.555
H 0.770 -0.561 2.526
H -1.710 0.622 1.856
H -0.141 1.434 1.655
H -0.868 -1.238 0.346
H -1.622 -0.097 -1.584
H -2.003 1.228 -0.462
H -0.076 1.424 -2.551
H -0.055 2.451 -1.088
O 1.396 -2.206 -1.225
H 2.086 -2.026 -0.291
H 0.800 -2.872 -0.870

Output
**HOMO level**: -10.5 eV
**Total charge**: 0
**HOMO-LUMO gap**: 11.194 eV
**SMILES**: O=C1OCC[C@@H]1CO.O

Best to worst by energy: <B>, <A>.

<A>
The following is a DFT calculation (wB97M-V/def2-TZVPD) of C4H8IN2 as an isolated structure.

Positions of all 15 atoms, in Å:
C 0.509 0.519 -0.970
C 1.095 1.710 -0.353
C -1.459 -0.773 -0.168
C -0.896 -2.024 0.359
N -0.716 0.196 -0.543
N 0.606 2.183 0.738
I 2.738 -0.476 0.243
H 0.525 0.351 -2.039
H 1.828 2.147 -0.988
H -2.630 -0.748 -0.408
H 0.147 -2.257 0.450
H -1.209 -2.979 -0.194
H -1.307 -2.306 1.364
H -0.186 1.628 1.095
H 0.955 2.827 1.415

Output
**HOMO level**: -13.3 eV
**Total charge**: +1
**HOMO-LUMO gap**: 7.524 eV

<B>
The following is a DFT calculation (wB97M-V/def2-TZVPD) of an isolated ion of composition C4H8IN2 and charge +1.

Positions of all 15 atoms, in Å:
C 0.204 -1.444 -1.550
C 1.338 -1.976 -0.810
C -0.081 0.463 -0.225
C -1.351 0.801 0.549
N -0.412 -0.378 -1.341
N 0.945 -0.122 0.613
I 1.272 -3.758 0.195
H -0.156 -2.057 -2.376
H 2.334 -1.620 -1.048
H 0.298 1.374 -0.708
H -1.664 -0.032 1.174
H -2.145 1.020 -0.159
H -1.187 1.675 1.172
H 0.620 -0.450 1.516
H 1.842 0.337 0.651

Output
**HOMO level**: -14.4 eV
**Total charge**: +1
**HOMO-LUMO gap**: 8.147 eV

Best to worst by energy: <A>, <B>.

<A>
The following is a DFT calculation (wB97M-V/def2-TZVPD) of a 2-piece molecular cluster, C10H17BNOS2 overall.

Positions of all 32 atoms, in Å:
C 4.575 3.120 -0.127
O 3.556 4.147 -0.205
C 2.286 3.671 -0.165
C 1.306 4.673 -0.248
C -0.013 4.327 -0.142
N -0.424 3.045 0.063
B -1.899 3.286 0.169
H -1.820 -1.643 -0.666
C 0.528 2.035 0.081
C 1.876 2.324 -0.041
H 5.509 3.657 -0.186
H 4.507 2.563 0.821
H 4.485 2.409 -0.965
H 1.609 5.696 -0.388
H -0.810 5.053 -0.241
H -2.451 3.323 1.232
H -2.477 3.486 -0.876
H 0.208 1.003 0.179
H 2.627 1.534 -0.034
C -1.787 -5.365 -0.354
C -3.040 -4.788 0.272
S -3.389 -3.173 -0.388
C -1.784 -2.477 0.012
S -0.183 -3.199 -0.397
C -0.520 -4.815 0.283
H -1.812 -6.441 -0.318
H -1.774 -5.101 -1.421
H -3.911 -5.421 0.121
H -2.930 -4.574 1.336
H -1.747 -2.253 1.088
H -0.629 -4.608 1.349
H 0.328 -5.490 0.154

Output
**HOMO level**: -10.6 eV
**Total charge**: +1
**HOMO-LUMO gap**: 6.269 eV

<B>
The following is a DFT calculation (wB97M-V/def2-TZVPD) of a 2-piece molecular cluster, C10H17BNOS2 overall.

Positions of all 32 atoms, in Å:
C 4.620 3.180 -0.137
O 3.463 4.048 -0.207
C 2.224 3.508 -0.148
C 1.119 4.380 -0.217
C -0.161 3.872 -0.159
N -0.400 2.532 -0.038
B -1.856 1.948 0.024
H -1.792 0.704 0.115
C 0.662 1.687 0.028
C 1.969 2.130 -0.022
H 5.444 3.888 -0.210
H 4.680 2.642 0.817
H 4.664 2.476 -0.977
H 1.309 5.441 -0.314
H -1.031 4.534 -0.211
H -2.425 2.376 1.008
H -2.448 2.214 -1.003
H 0.460 0.614 0.124
H 2.788 1.415 0.036
C -1.790 -5.151 -0.383
C -3.060 -4.556 0.209
S -3.276 -2.762 -0.044
C -1.796 -2.090 0.386
S -0.312 -2.751 -0.051
C -0.523 -4.548 0.205
H -1.787 -6.230 -0.186
H -1.791 -4.993 -1.466
H -3.942 -4.967 -0.304
H -3.147 -4.744 1.286
H -1.791 -1.110 0.864
H -0.436 -4.732 1.282
H 0.361 -4.953 -0.308

Output
**HOMO level**: -11.5 eV
**Total charge**: +1
**HOMO-LUMO gap**: 5.672 eV

Best to worst by energy: <A>, <B>.